one | The following is a DFT calculation (the ωB97M-V functional and the def2-TZVPD basis) of an isolated molecule of C7H8.

Calculated values
SMILES: Cc1ccccc1
HOMO (eV): -8.681
Orbital gap (eV): 9.607
E_LUMO (eV): 0.926

Each line ends with the Löwdin charge.
Positions of all 15 atoms, in Å:
H 1.932 1.783 -1.254  0.092
C -0.544 0.642 1.448  -0.065
H 0.678 1.300 -2.563  0.093
H -0.895 1.274 2.224  0.094
C -0.191 -0.922 -0.877  -0.007
C -0.781 -1.413 0.339  -0.119
H -1.000 -2.504 0.448  0.118
C 0.590 0.791 0.629  -0.090
H 1.283 1.383 1.259  0.124
C 0.570 0.242 -0.620  -0.306
H 0.014 -1.442 -1.801  0.107
C 1.331 0.953 -1.729  -0.054
C -1.290 -0.503 1.156  -0.146
H -2.130 -0.806 1.784  0.110
H 2.008 0.267 -2.166  0.049



two | The following is a DFT calculation (the ωB97M-V functional and the def2-TZVPD basis) of an isolated molecule of C7H8.

Calculated values
SMILES: C[C@@]12[C@@H]3[C@H]4[C@@H]3[C@@H]1[C@H]42
HOMO (eV): -8.559
Orbital gap (eV): 9.780
E_LUMO (eV): 1.221

Each line ends with the Löwdin charge.
Positions of all 15 atoms, in Å:
H -1.872 1.146 1.463  0.076
H 0.165 1.946 -1.208  0.125
H -1.480 -1.580 -0.362  0.130
C -0.918 0.646 1.653  -0.024
H -1.119 -0.243 2.267  0.087
C -0.251 0.219 0.391  -0.383
C 1.393 -0.174 -0.939  -0.114
H -0.035 -0.476 -2.714  0.131
C 0.810 -0.835 0.323  -0.084
C 0.084 -0.346 -1.646  -0.146
C -0.549 -1.017 -0.412  -0.069
H -0.275 1.311 2.239  0.080
H 2.383 -0.286 -1.371  0.127
C 0.318 0.925 -0.867  -0.068
H 1.349 -1.234 1.183  0.133



Tell me which of them is the least stable. Sure, it is two.



one | The following is a DFT calculation (the ωB97M-V functional and the def2-TZVPD basis) of an isolated molecule of C2H4N4O2.

Calculated values
SMILES: [H]/N=c1\n(O)cnn1O
HOMO (eV): -8.367
Orbital gap (eV): 8.747
E_LUMO (eV): 0.380

Each line ends with the Löwdin charge.
Positions of all 12 atoms, in Å:
H 2.895 -0.111 0.552  0.196
N -0.819 -1.457 -0.105  0.102
H 0.244 2.439 -0.417  0.040
N 1.015 -0.104 0.307  -0.113
N -0.527 1.887 -0.166  0.195
H 1.131 -2.191 -0.538  0.121
O -2.404 -0.055 -0.207  0.087
N -1.224 -0.286 0.279  -0.268
H -2.814 0.267 0.531  0.073
C 0.530 -1.352 -0.174  -0.086
C -0.244 0.715 0.134  -0.316
O 2.218 0.248 -0.195  -0.032



two | The following is a DFT calculation (the ωB97M-V functional and the def2-TZVPD basis) of a structure of composition C2H4N4O2.

Calculated values
HOMO (eV): -8.861
Orbital gap (eV): 9.151
E_LUMO (eV): 0.290

Each line ends with the Löwdin charge.
Positions of all 12 atoms, in Å:
H -2.243 -1.773 -0.899  0.168
C -0.818 0.736 0.028  -0.473
N -1.912 -1.357 0.220  0.009
H 3.017 -0.909 1.043  0.204
N -0.723 -0.595 -0.134  -0.232
H -2.930 -0.563 0.619  0.241
O -1.496 1.715 0.173  0.123
N 0.441 -1.139 -0.092  0.119
N 2.752 -0.088 0.179  0.072
H 2.947 0.867 0.385  0.041
O 0.555 0.962 -0.323  0.076
C 1.290 -0.200 -0.221  -0.348



Tell me which of them is the least stable. Sure, it is one.



one | The following is a DFT calculation (the ωB97M-V functional and the def2-TZVPD basis) of an isolated molecule of C2H4N4O2.

Calculated values
SMILES: N/N=c1/cnon1O
HOMO (eV): -9.339
Orbital gap (eV): 9.246
E_LUMO (eV): -0.093

Each line ends with the Löwdin charge.
Positions of all 12 atoms, in Å:
N -1.284 -0.754 -0.153  0.009
N -2.219 0.118 0.175  0.012
O 1.781 0.363 0.851  -0.098
H 1.298 2.472 -0.659  0.260
O 0.579 1.518 -0.817  -0.104
C -0.042 -0.455 -0.070  -0.368
N 0.485 0.782 0.410  -0.131
H -1.831 0.874 0.699  0.059
H 1.030 -2.277 -0.908  0.125
C 0.990 -1.324 -0.428  -0.083
N 2.121 -0.853 -0.005  0.136
H -2.908 -0.465 0.904  0.185



two | The following is a DFT calculation (the ωB97M-V functional and the def2-TZVPD basis) of an isolated molecule of C2H4N4O2.

Calculated values
SMILES: Nn1cnc(=O)n1O
HOMO (eV): -9.589
Orbital gap (eV): 9.308
E_LUMO (eV): -0.281

Each line ends with the Löwdin charge.
Positions of all 12 atoms, in Å:
C -1.403 0.479 0.405  -0.305
N -0.661 -0.571 -0.309  -0.113
O -2.633 0.852 0.201  0.002
N 0.715 -0.152 -0.388  -0.161
H 1.615 1.750 0.520  0.142
O -1.383 -1.081 -1.370  -0.003
N 1.761 -0.830 0.158  -0.041
C 0.663 1.200 0.258  -0.129
N -0.431 1.567 0.739  0.145
H -2.192 -0.419 -1.136  0.149
H 1.859 -1.129 1.349  0.204
H 2.090 -1.666 -0.426  0.111



three | The following is a DFT calculation (the ωB97M-V functional and the def2-TZVPD basis) of an isolated molecule of C2H4N4O2.

Calculated values
SMILES: Nn1cnc(=O)n1O
HOMO (eV): -9.311
Orbital gap (eV): 9.342
E_LUMO (eV): 0.031

Each line ends with the Löwdin charge.
Positions of all 12 atoms, in Å:
N 0.624 -1.601 -0.156  0.177
H -2.540 1.236 0.173  0.115
C -0.574 -1.411 -0.287  -0.205
N -0.024 0.573 -0.019  -0.144
N -1.050 -0.114 -0.316  -0.152
O 2.300 0.037 0.462  0.046
N -2.325 0.180 0.457  0.062
C 1.128 -0.270 0.115  -0.376
H -1.324 -2.293 -0.420  0.167
H 1.237 1.866 -0.624  0.114
O 0.289 1.895 -0.379  0.057
H -1.985 0.565 1.481  0.139



Tell me which of them is the least stable. Sure, it is one.



one | The following is a DFT calculation (the ωB97M-V functional and the def2-TZVPD basis) of a cluster of 4 separate species, C2H13NO4 in total.

Calculated values
SMILES: CNCO.O.O.O
HOMO (eV): -9.906
Orbital gap (eV): 10.447
E_LUMO (eV): 0.540

Each line ends with the Löwdin charge.
Positions of all 20 atoms, in Å:
H -0.874 -0.643 2.047  0.027
H 1.213 -2.138 -0.770  0.075
N -0.567 -1.512 0.182  -0.120
H -1.578 0.288 -0.407  0.132
H 1.454 -1.248 0.753  0.082
H -0.335 0.192 3.273  0.045
O 1.235 2.027 1.153  -0.075
H 0.562 1.589 1.669  -0.024
C -0.672 -0.294 -0.573  -0.301
O -0.752 0.251 2.417  -0.061
O -0.388 -0.413 -1.989  -0.068
H -0.235 1.718 -2.115  0.013
H -1.086 -0.922 -2.398  0.081
H 0.743 2.869 -2.332  0.045
C 0.846 -1.990 0.247  -0.083
H 0.705 2.473 0.468  0.023
O -0.101 2.668 -1.912  -0.062
H 0.163 0.329 -0.249  0.090
H 0.792 -2.974 0.705  0.079
H -1.123 -2.269 -0.172  0.102



two | The following is a DFT calculation (the ωB97M-V functional and the def2-TZVPD basis) of a cluster of 5 separate species, C2H13NO4 in total.

Calculated values
SMILES: C=NC.O.O.O.O
HOMO (eV): -10.352
Orbital gap (eV): 11.090
E_LUMO (eV): 0.738

Each line ends with the Löwdin charge.
Positions of all 20 atoms, in Å:
H -1.467 -0.289 -3.128  0.081
H 0.549 0.632 2.036  0.012
H 0.699 4.081 0.911  0.039
H -2.139 -1.039 -1.746  0.074
N -0.152 -0.594 -1.479  -0.106
H -0.873 -1.878 1.754  0.053
C -1.465 -0.239 -2.030  -0.104
H 0.308 -2.195 -1.074  -0.012
O 0.421 -2.968 -0.451  -0.116
O -0.271 -1.129 1.881  -0.082
C 0.525 0.349 -0.992  -0.034
H 0.542 2.649 1.138  -0.028
H 0.330 1.416 -1.079  0.072
O 0.715 3.254 0.423  -0.068
H 1.451 0.093 -0.474  0.089
H 0.100 -3.753 -0.931  0.042
H 1.352 1.007 3.246  0.049
H 0.332 -1.572 1.235  0.028
H -1.816 0.755 -1.777  0.076
O 0.859 1.419 2.537  -0.064



three | The following is a DFT calculation (the ωB97M-V functional and the def2-TZVPD basis) of a cluster of 4 separate species, C2H13NO4 in total.

Calculated values
SMILES: CNCO.O.O.O
HOMO (eV): -8.920
Orbital gap (eV): 9.216
E_LUMO (eV): 0.297

Each line ends with the Löwdin charge.
Positions of all 20 atoms, in Å:
H -0.549 -2.725 -0.189  0.097
H 0.156 1.417 -2.250  0.017
H -0.943 4.102 -0.719  0.036
H -0.561 -0.399 -0.418  0.043
O 0.287 1.805 -3.118  -0.036
H 0.843 1.410 0.638  0.037
C -0.379 -2.314 1.783  -0.298
O 0.998 -2.060 1.734  -0.064
H 1.218 -1.271 1.219  0.036
H -0.563 -3.344 2.070  0.111
H -2.120 -1.061 -0.856  0.076
H 0.037 3.374 -1.652  -0.008
N -1.111 -2.254 0.501  -0.109
H 0.067 1.069 -3.675  0.038
H -2.052 -0.368 0.671  0.083
C -1.418 -0.936 -0.012  -0.156
H 2.220 1.039 0.444  0.074
O -0.056 3.758 -0.784  -0.040
H -0.813 -1.563 2.452  0.117
O 1.368 0.606 0.643  -0.054



four | The following is a DFT calculation (the ωB97M-V functional and the def2-TZVPD basis) of a cluster of 5 separate species, C2H13NO4 in total.

Calculated values
SMILES: C=NC.O.O.O.O
HOMO (eV): -10.489
Orbital gap (eV): 10.660
E_LUMO (eV): 0.171

Each line ends with the Löwdin charge.
Positions of all 20 atoms, in Å:
H 0.505 -0.118 1.863  0.004
H -1.212 2.198 -0.805  0.086
H 0.252 -0.167 -3.775  0.014
O -0.263 -1.988 -0.615  -0.075
C -0.653 1.477 -0.202  -0.103
O 0.551 0.394 2.675  -0.047
H -1.255 -0.809 2.039  0.005
N 0.458 0.793 -0.877  -0.102
C 1.629 1.143 -0.535  -0.048
H 2.526 0.554 -0.685  0.080
H 0.136 -1.524 -3.048  0.012
H 1.435 0.773 2.593  0.048
H -2.061 -1.731 2.850  0.047
H 1.750 2.083 0.004  0.074
O -0.206 -1.006 -3.785  -0.061
O -1.613 -1.706 2.011  -0.038
H -0.131 2.125 0.498  0.058
H -1.281 0.669 0.181  0.078
H -0.116 -1.031 -0.714  -0.033
H -0.452 -2.130 0.325  0.001



Tell me which of them is the least stable. Sure, it is four.



one | The following is a DFT calculation (the ωB97M-V functional and the def2-TZVPD basis) of a cluster of 4 separate species, C2H13NO4 in total.

Calculated values
SMILES: NCCO.O.O.O
HOMO (eV): -9.874
Orbital gap (eV): 10.362
E_LUMO (eV): 0.488

Each line ends with the Löwdin charge.
Positions of all 20 atoms, in Å:
H -2.375 1.113 -1.790  0.029
H 3.333 -1.131 0.645  0.068
H 0.085 -0.756 2.288  0.118
H -2.090 2.351 -0.959  0.043
H 0.404 -2.459 0.262  0.076
O -1.794 1.880 -1.744  -0.048
C 0.107 -0.739 1.195  -0.256
O -0.320 -2.030 0.735  -0.091
H -2.128 -0.825 -0.347  -0.008
C 1.440 -0.393 0.598  -0.277
H 1.821 0.573 0.965  0.114
H -0.635 -0.017 0.834  0.098
H 1.329 -0.154 -0.464  0.112
H 2.383 -1.722 1.829  0.074
N 2.406 -1.472 0.848  -0.002
H 0.391 3.395 -1.051  0.023
O -3.021 -1.141 -0.531  -0.060
H 0.689 2.293 -1.987  0.016
O 1.144 3.002 -1.511  -0.071
H -3.166 -1.768 0.185  0.040



two | The following is a DFT calculation (the ωB97M-V functional and the def2-TZVPD basis) of a cluster of 5 separate species, C2H13NO4 in total.

Calculated values
SMILES: C=NC.O.O.O.O
HOMO (eV): -9.564
Orbital gap (eV): 10.188
E_LUMO (eV): 0.624

Each line ends with the Löwdin charge.
Positions of all 20 atoms, in Å:
N -1.340 1.653 0.748  -0.114
H -2.002 1.482 -3.331  0.051
O 2.879 -5.043 -0.666  -0.055
C -1.797 0.677 1.697  -0.134
H -2.451 1.148 2.446  0.074
O 1.308 0.889 -0.004  -0.073
H 0.795 0.777 -0.811  0.023
H -0.975 0.182 2.224  0.083
O -1.308 1.453 -2.642  -0.065
H -2.264 -0.170 1.193  0.079
H -0.974 3.678 0.550  0.071
H 2.150 -1.378 -0.059  -0.007
H -2.593 3.108 1.346  0.077
C -1.615 2.875 0.895  -0.045
H 2.501 -4.279 -1.094  0.005
H 0.708 1.364 0.586  -0.005
O 2.340 -2.275 -0.286  -0.051
H 3.075 -2.613 0.238  0.043
H 2.325 -5.756 -0.373  0.026
H -0.762 2.228 -2.658  0.017



Tell me which of them is the least stable. Sure, it is two.